78
Properties=species:S:1:pos:R:3:forces:R:3 method="wB97M-V/def2-TZVPD" total_energy_ev=-117147.5715 homo_lumo_gap_ev="5.89 / 5.86" multiplicity=2 s_squared=0.766 total_charge=-2 de_lowest_kj_mol=0.0
Cr -0.1813 1.3479 0.0971 -1.0 -0.4 0.4
O 2.7425 5.2060 3.8613 0.0 0.0 0.0
C 2.1471 4.4473 3.1370 -0.1 -0.1 -0.1
C 2.6923 3.7887 1.8687 -0.1 0.1 0.2
O 3.8230 3.9194 1.4327 0.0 0.0 0.0
C 1.5858 2.9931 1.3842 0.0 -0.1 -0.1
C 0.4558 3.0637 2.2033 0.0 0.1 0.0
O -0.5609 2.3629 1.9079 -0.2 -0.1 0.0
C 0.7112 3.9434 3.3540 0.2 0.0 -0.1
O 0.0003 4.2164 4.2964 0.0 0.0 0.0
O 1.5297 2.1841 0.3633 0.3 0.0 0.1
C 2.1204 -0.1397 2.2432 0.1 -0.1 0.0
P 0.4539 -0.5029 1.5480 0.1 0.0 0.0
C 1.0048 -1.9325 0.5082 -0.2 0.2 -0.2
N 1.4060 -3.0272 1.0679 0.0 -0.2 0.1
C 1.8035 -4.0533 0.2534 0.0 0.0 0.1
C 2.1909 -5.2849 0.8232 0.0 0.1 0.0
C 2.5725 -6.3228 0.0195 0.0 0.0 -0.2
C 2.5872 -6.1658 -1.3864 0.0 -0.1 0.2
C 2.2270 -4.9733 -1.9509 0.0 0.1 0.0
C 1.8305 -3.8926 -1.1338 0.0 0.0 -0.1
N 1.5174 -2.6913 -1.7104 0.1 -0.1 -0.1
C 1.1011 -1.7371 -0.9451 -0.2 0.2 0.2
P 0.8761 0.0056 -1.5959 0.3 -0.1 -0.1
C 2.6962 0.3304 -1.4984 0.0 -0.1 -0.1
C 0.6117 0.1244 -3.4737 -0.2 -0.2 0.1
C -0.8078 0.5805 -3.8390 0.0 0.0 -0.2
C 1.5689 1.2035 -3.9933 0.0 0.1 -0.1
C 0.8865 -1.2000 -4.1882 0.1 0.0 0.0
C -0.5261 -0.9828 3.1053 0.0 0.0 -0.2
C -0.6693 -2.4949 3.2795 0.1 0.0 0.0
C -1.9185 -0.3356 3.0640 0.0 0.0 0.0
C 0.1890 -0.4069 4.3324 0.0 0.0 0.1
H 2.5283 -1.0374 2.7122 0.0 0.0 0.0
H 2.0833 0.6700 2.9687 0.0 0.0 0.0
H 2.7786 0.1739 1.4380 0.0 0.0 0.0
H 2.1619 -5.3776 1.9019 0.0 0.0 0.0
H 2.8627 -7.2696 0.4585 0.0 0.0 0.0
H 2.8844 -6.9955 -2.0163 0.0 0.0 0.0
H 2.2301 -4.8224 -3.0235 0.0 0.0 0.0
H 3.2189 -0.3183 -2.2060 0.0 0.0 0.0
H 3.0417 0.0880 -0.4981 0.0 0.0 0.1
H 2.9329 1.3748 -1.6795 0.0 0.0 0.0
H -1.0079 1.5848 -3.4709 0.0 0.0 0.0
H -1.5689 -0.0879 -3.4511 0.1 0.1 -0.1
H -0.8650 0.5943 -4.9349 0.0 0.1 0.0
H 1.4444 2.1465 -3.4548 0.0 0.0 0.0
H 1.3101 1.3856 -5.0405 0.0 0.0 0.0
H 2.6177 0.9080 -3.9523 0.0 0.0 0.0
H 0.1753 -1.9644 -3.8759 0.0 0.0 0.0
H 1.8919 -1.5811 -4.0008 0.0 0.0 0.0
H 0.7712 -1.0257 -5.2642 0.0 0.0 0.0
H -1.1749 -2.9449 2.4283 0.0 0.0 0.0
H -1.2719 -2.6679 4.1791 0.0 0.0 0.0
H 0.2977 -2.9826 3.4086 0.0 0.0 0.0
H -2.5339 -0.7452 2.2703 0.0 0.0 0.0
H -1.8507 0.7446 2.9405 0.0 0.0 0.0
H -2.4009 -0.5433 4.0269 0.0 0.0 0.0
H 1.1849 -0.8245 4.4851 -0.1 0.0 0.0
H -0.4169 -0.6635 5.2064 0.0 0.0 0.0
H 0.2605 0.6823 4.2915 0.0 0.0 0.0
O -1.3901 -1.1802 -1.8446 -0.2 -0.2 0.5
S -2.1673 -0.9515 -0.6079 0.2 -0.3 0.0
O -3.5917 -1.1287 -0.7784 0.2 0.2 0.0
O -1.9062 0.5311 -0.1865 0.6 0.0 0.0
O -1.6011 -1.7893 0.4744 -0.1 0.2 -0.1
Te -0.8895 3.5184 -1.2692 0.1 0.4 -0.3
C -2.9857 3.5318 -1.0592 0.0 0.0 0.0
C -3.5964 3.1184 0.1247 0.0 0.0 0.1
C -4.9791 3.1269 0.2454 0.0 0.0 0.0
C -5.7779 3.5569 -0.8081 0.0 0.0 0.0
C -5.1788 3.9720 -1.9896 0.1 0.0 0.0
C -3.7931 3.9520 -2.1150 -0.1 0.0 0.0
H -2.9832 2.7767 0.9508 0.0 0.0 0.0
H -5.4342 2.7824 1.1668 0.0 0.0 0.0
H -6.8577 3.5502 -0.7144 0.0 0.0 0.0
H -5.7891 4.2994 -2.8246 0.0 0.0 0.0
H -3.3319 4.2591 -3.0469 0.0 0.0 0.0